[1]
Here is C2H9NO as an isolated structure from OMol25. Energies are from ωB97M-V/def2-TZVPD.

Cartesian coordinates (Å):
N -1.14895 -5.35276 3.16685
H -0.46606 -4.84434 3.75663
H 4.93209 -2.80224 -1.45488
H -1.65822 -5.58601 4.02637
H -0.55491 -6.11949 2.88479
C -0.47654 3.75733 -2.18104
O -0.63559 5.11927 -1.96740
C -1.27319 4.19000 -1.06159
H -1.03994 3.25612 -3.02658
H 0.54123 3.38138 -2.04146
H -2.30840 4.11242 -1.09420
H -0.88658 4.29381 -0.05836
H 4.97505 -3.40549 -0.94912

Computed properties:
Energy   -5754.660 eV
Frontier orbital gap   0.4262 hartree
Spin multiplicity   1



[2]
Here is C3H5NO2 in the gas phase from OMol25. Energies are from ωB97M-V/def2-TZVPD.

Cartesian coordinates (Å):
C -1.76187 0.25128 0.19902
C -0.77380 -0.28903 -0.79839
O -0.98825 -1.12301 -1.62503
C 1.03293 -0.23987 0.39719
O 0.50871 0.29330 -0.73140
N 2.33598 -0.02195 0.41715
H -2.23454 -0.58278 0.72579
H -1.28898 0.92115 0.91726
H -2.53769 0.78517 -0.35820
H 2.84870 -0.44208 1.17427
H 2.85880 0.44783 -0.31767

Computed properties:
Energy   -8775.730 eV
Frontier orbital gap   0.3766 hartree
Spin multiplicity   1



[3]
Here is C2H2N6O5 in the gas phase from OMol25. Energies are from ωB97M-V/def2-TZVPD.

Cartesian coordinates (Å):
C 1.18011 0.53824 0.89154
C 1.31771 -0.30622 -0.39474
N 1.35577 1.87774 0.38319
N 1.72588 0.59828 -1.36203
N 1.08336 -1.53056 -0.50482
N -1.12122 -0.02213 -0.06565
N -1.16623 0.09586 1.16966
N -2.22443 -0.49297 -0.83108
O 0.07822 0.38682 1.73313
O -2.83905 -1.40577 -0.37960
O -2.06447 0.04208 1.93596
O -2.33478 0.05550 -1.87919
O 1.68103 1.77104 -0.84422
H 2.03091 0.31937 1.55989
H 1.29718 -1.92729 -1.41204

Computed properties:
Energy   -21271.022 eV
Frontier orbital gap (spin up / spin down)   0.3057 / 0.3243 hartree
Spin multiplicity   1



[4]
Here is C13H11BF4I2N3O8PmS as an isolated structure from OMol25. Energies are from ωB97M-V/def2-TZVPD.

Cartesian coordinates (Å):
Pm -0.96417 1.77419 -0.82208
I 0.36673 -5.12669 3.56004
C 0.04403 -3.22662 2.78870
C 0.50439 -2.11145 3.47407
C 0.30548 -0.84461 2.94688
I 1.05769 0.76639 4.01214
C -0.34838 -0.63058 1.70219
O -0.45315 0.51399 1.16873
C -0.83463 -1.80531 1.04124
C -1.58192 -1.67739 -0.26756
N -0.88876 -0.90618 -1.29937
C 0.38693 -1.43457 -1.73638
C 1.53636 -0.94037 -0.88318
C 2.40777 -1.81458 -0.24416
C 3.40265 -1.28889 0.56186
C 3.49943 0.08549 0.70353
C 2.59203 0.88296 0.02259
N 1.64016 0.38323 -0.75997
C -0.62766 -3.06057 1.57952
H 1.02596 -2.22230 4.41568
H -2.54119 -1.18133 -0.11160
H -1.78108 -2.69948 -0.62673
H -1.52624 -0.74218 -2.07791
H 0.55672 -1.09457 -2.75910
H 0.39461 -2.53639 -1.73993
H 2.26103 -2.88212 -0.34812
H 4.07364 -1.94611 1.10264
H 4.23169 0.54694 1.35218
H 2.59538 1.96305 0.12062
H -0.99025 -3.92691 1.03607
O -4.88521 1.84844 -2.08918
S -3.51601 1.41539 -1.97513
O -3.13672 0.30051 -2.83957
O -3.14209 1.04776 -0.54697
O -2.54103 2.57160 -2.22012
O -0.10199 1.25023 -3.11178
N 0.19990 2.47684 -3.24913
O 0.12307 3.08746 -4.27879
O 0.54275 3.02921 -2.13107
F -1.77244 3.12827 1.28502
B -0.78374 4.08672 0.94027
F 0.42886 3.32159 0.77966
F -1.12045 4.52991 -0.34472
F -0.64013 5.08907 1.86894

Computed properties:
Total charge   -2
Energy   -89659.201 eV
Frontier orbital gap (spin up / spin down)   0.2240 / 0.2244 hartree
Spin multiplicity   5
Expectation value of S²   6.0042